Record 1
Below is 2 unconnected molecules or ions with the total composition C6H10O, with properties calculated with ωB97M-V with the def2-TZVPD basis set.

Calculated values
- Kohn-Sham gap: 10.2 eV
- ΔE to the lowest compared entry with this formula, charge and spin: 50.6 kcal/mol
- SMILES: C[C@H]1C=CC1.C=O

```
! RIJCOSX wB97M-V def2-TZVPD def2/J DEFGRID3
* xyz 0 1
H -1.95235 1.05016 -1.83623
H -0.87746 -1.53960 0.79836
H 1.59959 1.32613 1.15780
H 0.70050 -0.93218 -1.99616
C 0.76833 -0.36253 -1.07320
C 0.17205 -1.80568 0.96991
C 0.78796 0.74805 0.70632
H 0.33550 -1.90711 2.04784
C -2.00773 1.35374 -0.77308
C 0.60454 0.92766 -0.78412
H 2.13690 -0.99598 0.49441
O -2.39875 0.62003 0.10004
H -1.68439 2.39517 -0.57160
H -0.11319 0.86130 1.32351
H 0.49239 1.79388 -1.42527
C 1.07473 -0.75313 0.35646
H 0.36137 -2.77992 0.50500
*
```

Partial atomic charges computed with the natural (NBO) method, in multiples of e: atom 1 (H): 0.116, atom 2 (H): 0.222, atom 3 (H): 0.205, atom 4 (H): 0.204, atom 5 (C): -0.167, atom 6 (C): -0.615, atom 7 (C): -0.430, atom 8 (H): 0.209, atom 9 (C): 0.280, atom 10 (C): -0.214, atom 11 (H): 0.203, atom 12 (O): -0.524, atom 13 (H): 0.110, atom 14 (H): 0.219, atom 15 (H): 0.202, atom 16 (C): -0.228, atom 17 (H): 0.207

Record 2
Below is a molecular structure, C6H10O, with properties calculated with ωB97M-V with the def2-TZVPD basis set.

Calculated values
- Kohn-Sham gap: 10.4 eV
- ΔE to the lowest compared entry with this formula, charge and spin: 47.9 kcal/mol

```
! RIJCOSX wB97M-V def2-TZVPD def2/J DEFGRID3
* xyz 0 1
H -0.33807 -1.46646 1.16492
H -1.81661 0.00734 -1.13032
H -0.41244 1.47545 -1.27918
H 1.02975 -1.26768 -1.26481
H 2.37920 0.20800 1.00084
H 1.47295 -2.00240 0.28833
C 0.13954 0.68870 0.77642
H -2.04024 -1.68658 -0.66626
C 1.52409 0.20406 0.32114
C -1.81524 -0.69120 -0.28396
C 0.28379 1.63046 -0.44358
H -2.67656 -0.39084 0.34148
O 1.60474 1.15011 -0.74017
H 0.31476 2.70073 -0.21015
C 0.97567 -1.13043 -0.18747
H -0.04828 1.20513 1.72464
C -0.45963 -0.68891 0.43258
*
```

Partial atomic charges computed with the natural (NBO) method, in multiples of e: atom 1 (H): 0.222, atom 2 (H): 0.202, atom 3 (H): 0.169, atom 4 (H): 0.217, atom 5 (H): 0.180, atom 6 (H): 0.202, atom 7 (C): -0.279, atom 8 (H): 0.214, atom 9 (C): 0.112, atom 10 (C): -0.618, atom 11 (C): -0.060, atom 12 (H): 0.216, atom 13 (O): -0.529, atom 14 (H): 0.178, atom 15 (C): -0.422, atom 16 (H): 0.212, atom 17 (C): -0.216

Record 3
Below is a molecular structure, C6H10O, with properties calculated with ωB97M-V with the def2-TZVPD basis set.

Calculated values
- Kohn-Sham gap: 9.4 eV
- ΔE to the lowest compared entry with this formula, charge and spin: 113.1 kcal/mol

```
! RIJCOSX wB97M-V def2-TZVPD def2/J DEFGRID3
* xyz 0 1
C -1.79781 -0.00997 -1.14298
H -2.22937 0.26285 1.29581
H -0.73315 -1.86938 -0.45113
O -1.17347 0.90052 1.19663
C -0.93456 -0.82681 -0.21613
H 3.08065 0.40369 -0.47274
H 0.75537 1.34655 -0.59073
C -2.29448 -0.32270 0.20937
H 1.37708 1.45770 1.05258
H -1.61292 1.02386 -1.42909
H 0.16550 -0.66282 1.63086
H 2.57139 -0.75603 0.76047
H -2.26607 -0.62355 -1.91174
H 1.93779 -0.87812 -0.89023
C 2.22672 -0.17218 -0.10198
C 1.06600 0.74761 0.27445
C -0.13868 -0.02122 0.78660
*
```

Partial atomic charges computed with the natural (NBO) method, in multiples of e: atom 1 (C): -0.501, atom 2 (H): 0.416, atom 3 (H): 0.231, atom 4 (O): -0.636, atom 5 (C): -0.336, atom 6 (H): 0.216, atom 7 (H): 0.203, atom 8 (C): 0.035, atom 9 (H): 0.215, atom 10 (H): 0.246, atom 11 (H): 0.175, atom 12 (H): 0.204, atom 13 (H): 0.249, atom 14 (H): 0.204, atom 15 (C): -0.611, atom 16 (C): -0.416, atom 17 (C): 0.107

Record 4
Below is 2 unconnected molecules or ions with the total composition C6H10O, with properties calculated with ωB97M-V with the def2-TZVPD basis set.

Calculated values
- Kohn-Sham gap: 9.1 eV
- ΔE to the lowest compared entry with this formula, charge and spin: 65.0 kcal/mol
- SMILES: C/C=C\C=C\C=O.[H][H]

```
! RIJCOSX wB97M-V def2-TZVPD def2/J DEFGRID3
* xyz 0 1
C 0.52399 -0.06426 1.39568
H -0.06959 1.96945 -0.39927
C 1.00284 1.75956 -0.29362
H 0.28977 -1.98874 0.60746
C -0.02021 -0.96697 0.40275
H -1.73332 0.66168 1.25743
H 0.64038 -0.42905 2.41678
H 1.34991 1.30711 -1.23432
H -1.71641 -1.83722 -2.33809
H -0.95171 0.17989 -1.17370
C -0.62156 -0.77805 -0.78052
O -0.53565 -3.09401 -1.28417
H -2.12355 0.42076 0.67443
H 1.51025 2.71783 -0.15605
C -0.96993 -1.98737 -1.53297
H 2.16168 1.17623 1.49688
C 1.26310 0.95316 0.94131
*
```

Partial atomic charges computed with the natural (NBO) method, in multiples of e: atom 1 (C): -0.265, atom 2 (H): 0.223, atom 3 (C): -0.675, atom 4 (H): 0.236, atom 5 (C): -0.097, atom 6 (H): -0.007, atom 7 (H): 0.218, atom 8 (H): 0.236, atom 9 (H): 0.108, atom 10 (H): 0.213, atom 11 (C): -0.386, atom 12 (O): -0.547, atom 13 (H): 0.001, atom 14 (H): 0.228, atom 15 (C): 0.397, atom 16 (H): 0.202, atom 17 (C): -0.086

Q: What is the Kohn-Sham gap in the fourth record?
A: 9.1 eV

Q: What is the ΔE to the lowest compared entry with this formula, charge and spin in the second record?
A: 47.9 kcal/mol